A molecular structure, H10O5. Source: the Open Molecules 2025 dataset; level of theory: wB97M-V/def2-TZVPD.

```
15
Properties=species:S:1:pos:R:3:forces:R:3
H -4.138 0.114 1.126 0.03 -0.09 -0.04
H 0.891 1.907 1.396 0.34 -0.33 0.29
H -1.567 -3.378 -0.139 0.08 0.07 -0.04
O -1.040 -2.626 -0.430 -0.13 -0.02 0.08
H 0.061 0.926 0.584 0.37 -0.73 0.28
H -1.601 -1.863 -0.250 -0.04 -0.01 -0.05
O -3.932 -0.250 0.258 -0.02 0.14 0.07
H 0.036 3.323 -1.255 -0.31 0.93 -0.83
O 0.858 1.467 0.539 2.36 -7.02 7.00
O 3.998 -1.423 0.200 0.19 -0.03 -0.14
H 4.865 -1.015 0.092 -0.10 -0.01 0.06
H -4.504 0.241 -0.344 0.08 -0.09 -0.03
O 0.428 2.704 -0.627 -2.85 6.15 -5.70
H -0.298 2.481 -0.034 0.10 1.01 -1.06
H 3.763 -1.712 -0.689 -0.08 0.03 0.11
```
Positions in Å, forces in eV/Å.

For the energy above the lowest of the compared OMol25 structures with the same formula, charge and spin, the calculation gives 4.709 eV. For the total energy, the calculation gives -382.051128 Eh. For the lowest unoccupied orbital energy, the calculation gives 0.258 eV. The calculation puts the HOMO energy at -9.09 eV.


A molecular structure, CH3ClF2Si. Source: the Open Molecules 2025 dataset; level of theory: wB97M-V/def2-TZVPD.

```
8
Properties=species:S:1:pos:R:3:forces:R:3
F -1.531 0.768 -1.192 -0.10 0.21 -1.00
H 1.323 0.146 1.366 0.23 -1.11 1.08
H 1.093 -1.574 -0.676 0.98 0.24 0.28
H 1.936 1.022 -0.413 0.44 -0.48 -1.15
Si 1.339 -0.264 -0.014 -4.32 1.71 -0.37
C -1.009 0.218 -0.102 3.29 -2.12 -1.10
Cl -1.893 -1.346 0.168 0.11 0.12 0.09
F -1.258 1.032 0.864 -0.64 1.44 2.16
```
Positions in Å, forces in eV/Å.

For the energy above the lowest of the compared OMol25 structures with the same formula, charge and spin, the calculation gives 1.325 eV. For the total energy, the calculation gives -989.223344 Eh. For the lowest unoccupied orbital energy, the calculation gives -0.330 eV. The calculation puts the HOMO energy at -9.57 eV.


A molecular structure, C25H21CuN3O6. Source: the Open Molecules 2025 dataset; level of theory: wB97M-V/def2-TZVPD.

```
56
Properties=species:S:1:pos:R:3:forces:R:3
H 6.761 -0.169 -0.059 0.01 -0.01 0.00
N -1.838 0.812 0.446 0.01 0.10 0.07
C -2.762 -0.073 0.768 -0.20 -0.39 -0.06
O 0.694 1.261 -1.317 0.23 0.47 0.28
C -2.418 2.193 -2.014 -0.02 -0.03 0.04
C 3.734 -0.950 1.273 0.11 0.07 0.09
H -0.825 1.594 2.848 -0.01 0.04 -0.01
C 5.710 -0.433 -0.018 -0.07 0.00 0.02
H 2.193 -0.420 2.656 0.03 0.01 -0.04
H 2.333 -1.960 -2.478 0.01 0.00 0.02
H -2.542 1.281 3.171 -0.01 0.02 -0.02
H -2.858 1.199 -1.930 -0.04 0.02 0.02
H -2.993 2.770 -2.743 0.04 0.00 0.01
H -2.817 5.992 0.665 0.00 0.00 0.00
C 2.808 -0.977 -2.415 0.00 0.00 -0.01
C -0.934 -3.917 0.644 -0.06 0.01 0.01
H -1.756 2.729 3.841 -0.03 -0.01 0.01
C -2.308 -3.861 0.847 -0.02 -0.06 0.02
C -1.803 2.064 2.976 0.01 0.01 0.03
C -2.397 4.206 1.785 0.01 -0.02 -0.06
C 4.971 -0.542 -1.187 -0.05 -0.02 0.00
C -2.961 -2.635 0.896 0.02 -0.03 0.01
H 5.647 -0.528 2.130 0.01 0.00 -0.01
C 3.030 -1.119 2.589 -0.01 0.01 0.01
N 1.623 -1.346 0.146 0.08 -0.05 0.12
H 3.447 -0.845 -3.292 0.00 0.00 0.02
C -2.415 2.893 -0.680 -0.05 0.09 0.01
H -2.871 -4.778 0.982 0.00 0.00 0.00
C -2.207 -1.490 0.716 0.16 0.28 -0.04
H 3.714 -0.921 3.417 0.00 -0.03 0.00
C 3.616 -0.859 -1.153 0.10 -0.03 -0.08
O -3.958 0.056 1.083 0.07 0.19 -0.04
H 2.634 -2.134 2.693 0.02 0.02 -0.01
C 3.010 -1.070 0.087 -0.26 0.04 -0.12
H 5.441 -0.367 -2.149 0.02 0.00 0.02
H -0.361 -4.833 0.621 -0.05 -0.03 0.01
C -2.653 4.263 -0.598 -0.03 -0.06 -0.01
C -2.148 2.840 1.738 0.05 0.09 0.06
O 1.007 1.509 1.325 0.22 0.43 -0.33
H -1.400 2.057 -2.384 0.07 0.02 0.07
C -2.648 4.922 0.622 0.02 -0.06 0.01
H -2.833 4.816 -1.514 0.00 0.01 0.01
C -2.164 2.190 0.501 0.10 -0.21 -0.09
C 1.283 2.353 -0.934 -0.41 -0.69 -0.43
C 5.087 -0.635 1.206 -0.05 0.00 -0.04
O 1.836 3.567 1.106 0.15 0.33 -0.07
H -2.361 4.715 2.743 0.00 0.00 -0.02
H -4.021 -2.520 1.075 0.00 -0.06 0.00
N -0.899 -1.563 0.503 -0.33 -0.55 0.09
H 2.015 -0.225 -2.436 0.03 0.01 0.06
O 1.727 3.198 -1.696 0.16 0.30 0.03
C -0.256 -2.724 0.479 0.22 0.29 -0.02
Cu 0.107 0.077 0.247 0.14 0.35 -0.16
O 1.916 -3.655 0.375 0.13 0.15 -0.03
C 1.253 -2.605 0.315 -0.27 -0.28 -0.01
C 1.400 2.535 0.627 -0.23 -0.74 0.55
```
Positions in Å, forces in eV/Å.

For the energy above the lowest of the compared OMol25 structures with the same formula, charge and spin, the calculation gives 0.000 eV. For the total energy, the calculation gives -3221.670896 Eh. For the lowest unoccupied orbital energy (spin up / spin down), the calculation gives 4.682 / 4.682 eV. As for the multiplicity: 2. Its net charge is -2. The calculation puts the HOMO energy (spin up / spin down) at -2.25 / -2.22 eV.


2 unconnected molecules or ions with the total composition C6H12Br. Source: the Open Molecules 2025 dataset; level of theory: wB97M-V/def2-TZVPD.

```
19
Properties=species:S:1:pos:R:3:forces:R:3
C 0.956 -0.990 1.662 -0.44 0.06 0.54
H 1.376 -1.739 0.987 -0.01 -0.04 -0.10
H 2.077 1.591 0.181 0.11 -0.19 -0.79
H -1.894 0.910 -1.475 -0.04 -0.23 0.38
H 1.714 -0.751 2.412 -0.12 -0.06 -0.06
C -0.961 1.097 -0.938 -0.21 0.72 -0.12
C 1.389 1.402 0.989 0.24 0.76 0.65
H -1.212 -1.819 0.657 -0.63 0.77 1.02
H -2.377 -0.937 -0.307 -0.69 0.37 0.26
H 0.872 2.347 1.170 -0.30 -0.04 -0.26
Br -0.500 -2.577 -4.269 0.01 -0.41 0.05
C 0.495 0.223 0.928 0.07 0.08 -0.25
H 2.037 1.297 1.851 0.19 -0.08 0.26
H -0.180 1.032 -1.701 0.19 -0.22 0.30
H -0.522 -1.178 -4.382 -0.01 0.42 -0.03
H 0.083 -1.428 2.148 0.34 -0.25 0.21
C -1.643 -0.810 0.477 1.27 -1.67 -1.85
H -0.988 2.122 -0.636 0.01 0.96 0.09
C -0.720 0.206 0.244 0.00 -0.97 -0.29
```
Positions in Å, forces in eV/Å.

For the energy above the lowest of the compared OMol25 structures with the same formula, charge and spin, the calculation gives 1.661 eV. For the total energy, the calculation gives -2809.730272 Eh. For the lowest unoccupied orbital energy (spin up / spin down), the calculation gives 0.675 / -0.119 eV. As for the multiplicity: 2. The calculation puts the HOMO energy (spin up / spin down) at -7.41 / -9.17 eV.


A molecular structure, C29H46CeP2Te. Source: the Open Molecules 2025 dataset; level of theory: wB97M-V/def2-TZVPD.

```
79
Properties=species:S:1:pos:R:3:forces:R:3
H -3.015 -0.820 -0.525 0.59 -0.71 -0.02
C 2.904 1.724 -1.319 -2.10 0.96 -1.67
H 1.396 -0.790 4.591 0.67 0.28 -0.22
H 2.601 -1.753 -0.407 -0.58 0.30 0.08
C -0.332 -0.724 -2.001 2.31 0.80 -0.71
H -0.226 -3.571 1.251 -0.56 0.80 -0.33
H -2.594 -2.804 1.094 0.37 0.04 -0.89
H 1.668 -1.386 -2.456 -0.02 0.09 -0.15
H -0.889 3.595 -1.296 0.46 0.32 -0.04
H 0.498 1.569 -3.416 0.17 0.30 -0.19
C 3.740 1.559 1.138 0.72 -0.24 0.62
H -3.214 -2.408 -1.231 -0.15 0.06 -0.14
H 3.606 -0.246 -1.774 0.21 0.06 -0.12
H -1.380 -0.498 -5.753 0.02 -0.64 0.03
H -1.589 -3.615 -0.214 -0.30 0.82 0.48
H -0.959 -3.309 3.454 0.19 0.78 -0.75
H 3.181 0.945 1.875 0.29 0.32 -0.32
C 0.928 -2.015 0.810 1.82 -0.42 0.73
C 1.573 -1.343 -0.324 1.53 -0.54 -1.15
H 2.160 1.790 -3.989 -0.15 0.08 0.09
C -1.829 -2.649 0.293 0.21 -1.65 1.57
C 1.812 -4.358 4.121 -0.34 -0.60 2.17
H 1.599 -5.210 3.457 0.03 0.58 0.04
H -0.825 -2.005 -4.989 -0.50 0.03 -0.40
C -2.515 3.682 3.275 0.04 -0.51 -0.67
H -0.585 -1.501 3.399 -0.06 -0.90 -0.16
C -3.388 1.435 3.618 0.36 0.12 -0.47
H -2.088 4.214 1.195 -0.18 -0.18 0.36
Te -2.753 1.816 -0.722 0.08 -0.27 0.04
C -0.386 -2.454 1.279 -1.21 -5.55 0.79
C 1.789 2.991 0.257 0.27 -0.49 -0.18
H 4.875 0.971 -1.543 -0.08 -0.14 -0.15
P 1.416 -2.818 3.331 0.84 0.19 -2.41
C -1.548 -1.435 -2.064 -3.00 -2.36 -4.96
C -2.929 2.656 4.136 -0.27 -0.06 0.03
H 1.206 -4.462 5.031 0.46 -0.53 0.09
H -2.046 -2.055 -6.370 0.25 0.35 0.96
H 1.782 -0.448 2.873 -0.02 -0.95 0.37
H -2.907 2.816 5.225 -0.17 -0.05 -0.62
C 0.912 -1.601 -1.698 0.63 0.35 -1.59
H 0.393 3.122 1.875 0.12 0.17 0.11
C 1.345 3.566 1.553 -0.22 0.27 0.15
Ce -0.650 -0.472 0.069 0.26 4.91 2.46
H -3.309 -3.656 -3.832 -0.14 0.00 -0.47
C 3.871 0.806 -1.950 0.37 -0.21 -0.15
C -1.711 -1.514 -5.448 1.02 0.86 -0.40
C 1.822 2.391 -1.960 2.83 -1.93 0.55
H 4.552 0.942 0.727 -0.26 0.12 0.17
H -4.854 -2.818 -4.142 0.51 -0.29 -0.16
C -0.324 -2.512 2.986 -1.34 1.00 -0.27
C -3.802 -2.907 -4.479 -0.84 -0.18 0.93
H 1.080 3.193 -3.788 0.10 -0.36 0.02
H 3.913 0.976 -3.029 0.06 -0.15 0.13
H 1.701 -2.822 1.275 -1.79 2.28 -0.63
H 0.196 4.623 -2.264 -0.06 -0.05 0.17
H 2.085 3.393 2.334 -0.02 0.06 0.08
H -3.632 0.235 1.802 -0.21 0.22 0.21
H 3.073 -1.141 3.901 -0.68 0.13 0.17
H -3.807 -3.217 -5.545 0.23 0.21 0.74
C 1.197 3.226 -0.992 -0.62 0.29 1.31
H 4.218 2.384 1.706 -0.29 -0.38 -0.22
C 1.381 2.226 -3.354 -0.19 0.32 -0.74
H 0.653 -2.673 -1.796 0.18 0.49 0.28
C 1.978 -1.149 3.720 0.51 0.48 1.39
H -3.789 0.666 4.283 0.24 0.24 -0.17
C -2.451 3.448 1.886 -0.34 -0.45 0.38
H 1.188 4.648 1.466 0.00 -0.14 0.16
H 1.808 -0.254 -0.100 -0.35 -0.19 -0.63
H -2.243 4.661 3.668 0.06 -0.30 -0.05
C 0.070 4.147 -1.284 0.05 0.19 0.05
H -0.086 0.255 -2.452 -0.45 -0.65 -0.06
C 2.864 2.074 0.075 -1.33 1.03 0.08
H 0.004 4.930 -0.520 -0.06 -0.10 -0.14
C -2.433 -1.736 -0.892 -1.34 -0.32 1.27
C -3.333 1.195 2.227 0.38 0.70 0.48
P -3.055 -1.248 -4.246 0.27 0.59 0.51
C -2.862 2.202 1.357 0.30 0.07 0.65
H -1.585 -2.268 -2.829 0.73 0.05 1.62
H 2.886 -4.407 4.377 -0.54 0.17 -0.11
```
Positions in Å, forces in eV/Å.

For the energy above the lowest of the compared OMol25 structures with the same formula, charge and spin, the calculation gives 12.505 eV. For the total energy, the calculation gives -2557.698798 Eh. For the lowest unoccupied orbital energy (spin up / spin down), the calculation gives -3.649 / -3.687 eV. As for the multiplicity: 2. Its net charge is +1. The calculation puts the HOMO energy (spin up / spin down) at -9.45 / -9.45 eV.


2 unconnected molecules or ions with the total composition CH5PS. Source: the Open Molecules 2025 dataset; level of theory: wB97M-V/def2-TZVPD.

```
8
Properties=species:S:1:pos:R:3:forces:R:3
P 1.894 -0.981 0.640 0.60 1.27 -1.79
H 1.367 -1.157 -0.735 0.59 0.05 1.19
C -0.486 0.945 0.257 0.08 -0.58 0.05
H 1.048 -1.912 1.137 -1.12 -1.06 0.58
H -1.794 0.689 -1.668 0.69 -1.14 0.82
H -0.480 0.689 1.315 -0.01 0.34 -0.38
H -0.421 1.965 -0.117 0.21 -0.28 0.41
S -1.128 -0.237 -0.830 -1.03 1.40 -0.89
```
Positions in Å, forces in eV/Å.

For the energy above the lowest of the compared OMol25 structures with the same formula, charge and spin, the calculation gives 3.483 eV. For the total energy, the calculation gives -780.494541 Eh. For the lowest unoccupied orbital energy (spin up / spin down), the calculation gives -0.094 / -0.862 eV. The calculation puts the HOMO energy (spin up / spin down) at -8.37 / -7.84 eV.